The following is a quantum chemistry calculation of a molecular structure, C25H71Br2IN9O4P3Si2, from OMol25.

The geometry in XYZ format:
```
117
Properties=species:S:1:pos:R:3:mulliken_charge:R:1
C -5.43139 -0.45245 2.75176 -1.4361
C -4.22290 0.38921 2.15469 1.2704
C -3.51360 -0.49155 1.07622 -1.6064
C -3.32538 0.82661 3.39141 -0.5847
Si -1.48363 0.39198 3.28501 0.3920
O -0.76691 0.31348 4.85403 -0.2484
Si -1.09433 -1.13177 5.69984 0.6058
I -2.29658 -2.86025 4.42443 -0.0887
C 0.54409 -1.76635 6.50187 -0.3497
Br 0.44790 -1.43585 8.45647 -0.1427
C 0.90584 -3.25961 6.14540 -0.1876
C 2.03526 -3.85870 7.06973 -1.2890
Br 1.69044 -3.31431 4.30095 -0.0843
H -5.07280 -1.25224 3.44710 0.3458
H -6.19985 0.20502 3.22660 0.2712
H -5.93186 -0.95974 1.88943 0.3559
H -4.67212 1.30103 1.69022 -0.1012
H -4.29762 -0.76783 0.31930 0.4701
H -2.72929 0.04889 0.48504 0.3622
H -3.14123 -1.47301 1.46567 0.1843
H -3.46353 1.93441 3.51582 0.3302
H -3.74267 0.37959 4.33628 0.3574
H -1.16783 -0.78368 2.47275 -0.1468
H -0.82318 1.53089 2.59931 -0.2832
H -1.96404 -0.75869 6.83335 -0.2084
H 1.37112 -1.13806 6.07947 0.4466
H 0.03186 -3.94407 6.10619 0.3345
H 2.94737 -3.21387 6.98417 0.3159
H 2.34521 -4.85716 6.66790 0.3616
H 1.71666 -3.95045 8.12883 0.4255
O -0.84763 -2.24237 -1.40941 -0.7932
P 0.62092 -2.00251 -1.77465 0.8042
N 0.90890 -0.74911 -0.62403 0.4312
C 1.81429 0.36477 -0.80609 -1.0380
C 1.06734 -1.26103 0.73750 -1.3535
N 0.21560 -1.34791 -3.36718 0.1193
C 0.17140 0.08834 -3.62345 -1.1057
C -1.03964 -1.88121 -3.92683 -1.0543
N 2.35550 -1.99866 -2.16964 0.2805
C 2.96437 -1.47718 -3.37817 -1.0263
C 2.85630 -3.38176 -1.99298 -1.1243
H 2.87232 0.07675 -0.73199 0.3695
H 1.63689 1.13028 -0.04221 0.4051
H 1.67155 0.89106 -1.74703 0.2028
H 2.01617 -1.80767 0.85221 0.2855
H 0.25178 -1.94218 0.99036 0.4030
H 1.04690 -0.45738 1.47620 0.2803
H -0.42849 0.62867 -2.88153 0.2740
H -0.25127 0.29152 -4.61144 0.4235
H 1.16260 0.53606 -3.67921 0.2519
H -1.91635 -1.38727 -3.48975 0.3233
H -1.13355 -2.95357 -3.75606 0.3489
H -1.07700 -1.72289 -5.00753 0.3353
H 2.51094 -1.85752 -4.29697 0.2913
H 4.02753 -1.73840 -3.41838 0.3617
H 2.97266 -0.38855 -3.37912 0.2895
H 2.44778 -4.04208 -2.76616 0.3997
H 2.55296 -3.77215 -1.01368 0.4050
H 3.94659 -3.42911 -2.02867 0.2018
O -7.03469 1.74721 0.00334 -0.6336
P -7.93349 2.65787 -0.83743 0.7112
N -6.65577 3.59694 -1.52469 0.1787
C -6.71151 4.99733 -1.88331 -0.8688
C -5.95814 2.87536 -2.59184 -1.1591
N -8.62316 3.44930 0.58546 0.1147
C -8.15910 4.75558 1.04327 -1.1069
C -8.63930 2.59832 1.78971 -1.1049
N -9.13431 3.44543 -1.90010 0.0012
C -10.12601 4.43119 -1.50017 -0.9373
C -9.84775 2.36886 -2.63301 -1.2038
H -7.30072 5.19374 -2.78964 0.3119
H -5.69950 5.37262 -2.07068 0.3711
H -7.09360 5.63097 -1.08620 0.2206
H -6.58945 2.78117 -3.48778 0.3110
H -5.68543 1.87045 -2.26221 0.2850
H -5.03216 3.37894 -2.87632 0.3785
H -7.06771 4.80502 1.13390 0.3240
H -8.58966 4.99821 2.01868 0.4045
H -8.50425 5.57062 0.40833 0.2479
H -7.65442 2.56655 2.27251 0.3390
H -8.93670 1.57585 1.55706 0.3266
H -9.35303 2.98222 2.52266 0.3658
H -10.72282 4.12644 -0.63698 0.3107
H -10.82142 4.61546 -2.32529 0.4026
H -9.66768 5.40209 -1.32088 0.2334
H -10.48774 1.78859 -1.95906 0.3921
H -9.12508 1.68277 -3.09043 0.3658
H -10.46172 2.76828 -3.44223 0.3899
O 7.00574 -1.95753 -2.67042 -0.7657
P 7.93020 -1.68973 -1.47079 0.8660
N 7.56989 0.00468 -1.46561 0.1550
C 8.48280 1.08247 -1.15156 -0.9279
C 6.28538 0.29898 -0.81592 -1.0436
N 9.37065 -2.03009 -2.43953 0.1176
C 10.13570 -0.96797 -3.08634 -1.0957
C 9.15641 -3.04496 -3.48764 -1.0941
N 8.93693 -1.39696 -0.01933 0.0340
C 10.39012 -1.37906 0.03641 -0.9761
C 8.46668 -2.32747 1.03852 -1.2111
H 8.71398 1.16240 -0.08054 0.3405
H 8.04585 2.03928 -1.45781 0.3766
H 9.42128 1.02470 -1.69786 0.2310
H 6.35124 0.14265 0.27097 0.3576
H 5.49590 -0.35050 -1.20218 0.1169
H 5.96686 1.32794 -0.99492 0.3866
H 9.50107 -0.28708 -3.66529 0.3133
H 10.88406 -1.38894 -3.76337 0.4131
H 10.73292 -0.39089 -2.38235 0.2292
H 8.65541 -2.61725 -4.36457 0.3496
H 8.55434 -3.87817 -3.12496 0.3397
H 10.11021 -3.45933 -3.82287 0.3508
H 10.85640 -2.25930 -0.41301 0.3033
H 10.72197 -1.33407 1.07869 0.4011
H 10.79088 -0.46954 -0.40646 0.2369
H 8.71893 -3.36500 0.79332 0.3931
H 7.37715 -2.25778 1.14318 0.3793
H 8.89499 -2.08323 2.01223 0.3870
```

Summary:
HOMO-LUMO gap in Eh: 0.2460
F_max in Eh/bohr: 0.1768
E_HOMO in eV: -8.07


The following is a quantum chemistry calculation of 10 unconnected molecules or ions with the total composition C25H71F3N13O12S, from OMol25.

The geometry in XYZ format:
```
125
Properties=species:S:1:pos:R:3:lowdin_spin:R:1
C -0.90457 -0.41956 -0.05803 0.0002
F -2.16024 -0.43187 0.45604 0.0000
F -1.15896 0.20098 -1.24554 0.0000
F -0.03868 0.27997 0.68538 0.0000
S -0.40605 -2.38064 -0.24578 0.0000
O 1.01444 -2.45894 -0.12851 0.0008
O -1.08815 -3.04868 0.85532 -0.0001
O -0.89761 -2.80526 -1.53637 0.0008
C -2.90731 -6.07744 -0.58443 0.0009
O -3.22602 -7.22485 -0.73996 0.0074
N -2.96862 -5.29289 -1.61244 0.0140
N -2.30415 -5.49027 0.49659 -0.0007
H -3.53244 -5.59192 -2.39525 0.0000
H -2.55230 -4.38322 -1.47359 -0.0003
H -2.20869 -6.03657 1.34071 0.0000
H -1.94712 -4.54572 0.51796 0.0000
C 1.77142 -1.64814 -3.76753 0.0010
O 2.11623 -1.61936 -4.90773 0.0018
N 2.12487 -2.55138 -2.83892 0.0097
N 1.01169 -0.73996 -3.19389 0.0009
H 2.87509 -3.17732 -3.09478 -0.0001
H 1.81430 -2.51045 -1.87872 -0.0002
H 0.64467 -0.08356 -3.86808 0.0000
H 0.52554 -1.03312 -2.35854 0.0000
C 1.51667 -4.22619 3.20285 0.0000
O 2.43722 -4.89201 3.68632 0.0000
N 1.66775 -2.99334 2.88283 0.0000
N 0.31572 -4.73980 2.88433 0.0000
H 2.52326 -2.48480 3.05479 0.0000
H 1.03190 -2.49482 2.27680 0.0000
H 0.06639 -5.65826 3.22251 0.0000
H -0.40917 -4.14871 2.50321 0.0000
C 0.28263 -5.79120 -3.18257 0.0557
O 0.55175 -6.91746 -3.63193 0.6171
N 0.31770 -5.47111 -1.91380 0.3045
N -0.35009 -4.82277 -3.70323 -0.0240
H -0.27695 -4.68246 -1.70279 0.0064
H 0.81608 -5.97947 -1.19737 0.0040
H -0.42036 -3.98659 -3.14113 0.0011
H -0.90630 -5.04217 -4.51724 -0.0012
C -6.52636 3.58594 -4.32854 0.0000
C -5.63924 2.41916 -4.64036 0.0000
C -5.11003 1.79726 -3.39211 0.0000
O -4.02215 2.57251 -2.92134 0.0000
C -3.52678 2.26955 -1.69813 0.0000
N -6.32928 1.52791 -5.56597 0.0000
H -7.59323 3.49035 -4.12668 0.0000
H -6.59853 4.33674 -5.11543 0.0000
H -6.25423 4.20154 -3.47118 0.0000
H -4.80965 2.81749 -5.22450 0.0000
H -4.92091 0.75700 -3.65705 0.0000
H -5.87153 1.80893 -2.61232 0.0000
H -4.23108 2.26208 -0.86626 0.0000
H -2.74300 3.01037 -1.54005 0.0000
H -2.96987 1.33316 -1.73155 0.0000
H -5.52256 0.93387 -5.69411 0.0000
H -6.32121 2.00393 -6.45671 0.0000
C 1.65078 6.90405 -0.86319 0.0000
C 0.32479 6.15798 -1.02149 0.0000
C -0.57735 5.90909 0.33314 0.0000
O -0.11378 4.77968 1.08283 0.0000
C -0.80257 3.55053 0.92233 0.0000
N -0.63435 6.79493 -2.02699 0.0000
H 1.50661 7.62507 -0.05855 0.0000
H 1.97224 7.44447 -1.75353 0.0000
H 2.38573 6.18968 -0.49220 0.0000
H 0.50822 5.13531 -1.35104 0.0000
H -1.60289 5.71462 0.01921 0.0000
H -0.72993 6.73905 1.02306 0.0000
H -1.82127 3.83869 1.18177 0.0000
H -0.42157 2.71779 1.51351 0.0000
H -0.81248 3.22635 -0.11830 0.0000
H -1.23712 6.00026 -2.18593 0.0000
H -0.24660 6.80232 -2.95957 0.0000
C 4.88988 2.17459 0.85529 0.0000
C 4.24939 3.51764 0.46478 0.0000
C 2.79930 3.32319 -0.01386 0.0000
O 2.65684 2.98981 -1.39089 0.0000
C 2.38186 1.60128 -1.66103 0.0000
N 4.17491 4.34659 1.70956 0.0000
H 4.33001 1.76717 1.69711 0.0000
H 5.94601 2.28790 1.09990 0.0000
H 4.83455 1.36597 0.12647 0.0000
H 4.88069 4.11363 -0.19428 0.0000
H 2.25791 4.26841 0.02560 0.0000
H 2.28233 2.70271 0.71815 0.0000
H 3.18694 0.99879 -1.24037 0.0000
H 2.37134 1.42215 -2.73616 0.0000
H 1.42734 1.37268 -1.18696 0.0000
H 4.09599 3.67945 2.46374 0.0000
H 3.30591 4.85588 1.63496 0.0000
C -1.20534 -1.73628 4.90692 0.0000
C -2.45401 -0.85041 4.63473 0.0000
C -2.29183 0.23805 3.56160 0.0000
O -3.43597 0.87825 3.15796 0.0000
C -3.92181 1.80199 4.10775 0.0000
N -3.62512 -1.70541 4.35445 0.0000
H -0.88497 -2.29459 4.02729 0.0000
H -1.32986 -2.45905 5.71327 0.0000
H -0.29428 -1.15317 5.04131 0.0000
H -2.70915 -0.36399 5.57622 0.0000
H -2.05590 -0.30855 2.64855 0.0000
H -1.43705 0.85304 3.84312 0.0000
H -3.28119 2.36660 4.78519 0.0000
H -4.51821 1.27498 4.85250 0.0000
H -4.58171 2.52266 3.62477 0.0000
H -3.47542 -1.91151 3.37710 0.0000
H -4.37158 -1.02542 4.37700 0.0000
C 4.75761 -1.68786 -0.63129 0.0001
C 4.83548 -2.37208 0.74980 0.0000
C 4.45341 -1.40064 1.85438 0.0000
O 4.21886 -2.00929 3.13978 0.0000
C 5.43330 -2.16472 3.78575 0.0000
N 4.13071 -3.58695 0.78208 0.0001
H 5.28888 -2.33804 -1.32636 0.0000
H 5.23756 -0.70951 -0.60702 0.0000
H 3.69897 -1.54620 -0.84880 0.0000
H 5.83202 -2.74503 0.98625 0.0000
H 3.41698 -1.10804 1.68614 0.0000
H 5.00714 -0.46848 1.96647 0.0000
H 5.64166 -3.20554 3.53801 0.0000
H 5.22880 -2.23937 4.85379 0.0000
H 6.29431 -1.56475 3.49114 0.0000
H 3.21701 -3.26067 0.50140 0.0000
H 3.98895 -3.76358 1.76636 0.0000
```

Summary:
HOMO-LUMO gap (alpha / beta) in Eh: 0.3262 / 0.1104
F_max in Eh/bohr: 0.1130
Multiplicity: 2
E_HOMO (alpha / beta) in eV: -9.31 / -9.31
Expectation value of S²: 0.768


| no. | energy (a.u.) |
| --- | --- |
| 1 | -8837.4473 |
| 2 | -3307.4015 |